Entry 1:
Computed, not measured: a 3-piece molecular cluster, C3H14N3O2 overall at a distorted geometry, with ωB97M-V/def2-TZVPD.

Computed properties:
frontier orbital gap: 0.3767 hartree
charge: +1
electronic energy: -11897.3348 eV
HOMO energy: -0.48752 Eh
spin multiplicity: 1
ΔE to the lowest compared entry with this formula, charge and spin: 124.02 kJ/mol
max |F|: 3.232 eV/Å

```
22
C3H14N3O2 | the OMol25 dataset | ωB97M-V/def2-TZVPD
O -1.42043 2.21356 0.22723
O 5.75860 -0.90194 4.84010
N -0.45660 -0.01295 -1.09276
N -2.60238 -0.81256 -1.20874
N -1.68012 -0.01803 -3.13421
C -1.50745 -0.27279 -1.83880
C -0.13432 -0.60710 0.19683
C 1.08787 0.12249 0.76121
H -3.35740 -1.14406 -1.77037
H -0.94988 0.37036 -3.74171
H -1.43847 1.52817 0.90692
H 1.11554 1.20412 0.66007
H 1.22205 -0.02807 1.86565
H -0.99544 -0.82344 0.83197
H 2.06808 -0.25656 0.32015
H 6.31300 -0.62289 4.08893
H 5.07069 -1.27939 4.26776
H 0.28535 -1.69087 0.06977
H -2.61070 -0.82876 -0.20661
H 0.25220 0.66688 -1.35108
H -2.26242 2.66543 0.36771
H -2.60812 -0.05813 -3.52733
```

***

Entry 2:
Computed, not measured: an isolated ion of composition C3H14N4 and charge +2 at a distorted geometry, with ωB97M-V/def2-TZVPD.

Computed properties:
frontier orbital gap: 0.4241 hartree
charge: +2
electronic energy: -9278.0693 eV
HOMO energy: -0.68241 Eh
spin multiplicity: 1
ΔE to the lowest compared entry with this formula, charge and spin: 247.48 kJ/mol
max |F|: 5.254 eV/Å

```
21
C3H14N4 | the OMol25 dataset | ωB97M-V/def2-TZVPD
N 0.99930 -0.75413 0.42122
N -2.41472 -0.66739 0.12496
N -1.11921 -1.06709 -0.21778
N 2.50085 -0.55373 0.41285
C -0.03247 0.11952 -0.13847
C 0.37651 0.66095 -1.47188
C -0.37838 1.23165 0.84181
H 2.81614 -1.43074 0.87879
H 0.70181 -0.19426 -2.07706
H 0.38387 1.89640 0.80586
H 1.23023 1.35879 -1.56711
H -0.96465 -1.46540 -1.07519
H -3.20295 -1.40271 -0.14837
H 2.86186 0.27834 0.88219
H 0.67849 -1.22750 1.28797
H -2.55922 -0.51547 1.23618
H -0.34829 0.93452 1.94463
H -1.14905 1.94607 0.60633
H -0.44366 1.18162 -1.92806
H -2.83083 0.15550 -0.32824
H 2.89436 -0.48492 -0.49063
```

***

Entry 3:
Computed, not measured: a 3-piece molecular cluster, C3H14N5 overall at a distorted geometry, with ωB97M-V/def2-TZVPD.

Computed properties:
frontier orbital gap: 0.3612 hartree
charge: +1
electronic energy: -10781.7738 eV
HOMO energy: -0.50425 Eh
spin multiplicity: 1
ΔE to the lowest compared entry with this formula, charge and spin: 193.29 kJ/mol
max |F|: 4.782 eV/Å

```
22
C3H14N5 | the OMol25 dataset | ωB97M-V/def2-TZVPD
N -0.11609 0.96161 -0.10315
N -0.67312 -1.55236 1.42042
N 1.84459 2.34397 1.11335
N -1.07419 -0.94025 -2.70367
N -2.60228 -0.42933 -0.93055
C 1.14673 -0.64772 -1.25540
C -1.35509 -0.55927 -1.51951
C -0.12743 -0.06488 -0.87146
H 1.98092 -0.06978 -1.09093
H -2.59678 -0.33071 0.03701
H 2.06461 3.24981 0.80737
H 0.94427 2.39537 1.57001
H 1.26007 -1.35063 -0.56550
H -1.00372 1.25495 0.25563
H -1.55764 -2.03164 1.58954
H -3.46478 -0.85146 -1.26833
H -1.93366 -1.12372 -3.17045
H 0.02849 -1.99668 2.02752
H -0.75646 -0.60966 1.75992
H 2.46901 1.86545 1.71280
H 0.73086 1.54193 0.23303
H 1.07812 -1.02337 -2.19392
```

***

Entry 4:
Computed, not measured: a 3-piece molecular cluster, C3H14NO2 overall at a distorted geometry, with ωB97M-V/def2-TZVPD.

Computed properties:
frontier orbital gap: 0.4628 hartree
charge: +1
electronic energy: -8917.1583 eV
HOMO energy: -0.57092 Eh
spin multiplicity: 1
ΔE to the lowest compared entry with this formula, charge and spin: 60.54 kJ/mol
max |F|: 1.332 eV/Å

```
20
C3H14NO2 | the OMol25 dataset | ωB97M-V/def2-TZVPD
O 1.40325 1.57484 1.39846
O -1.86861 1.41010 1.71721
N -0.24555 -0.58657 -0.01196
C -0.02070 -0.16168 -2.48571
C 0.61001 -0.66268 -1.22210
C 0.17612 -1.48184 1.09650
H -0.32057 0.88411 -2.51572
H 1.53808 -0.12745 -1.01608
H 0.74921 -0.26681 -3.25594
H -1.19906 -0.84391 -0.22460
H 1.50952 2.04775 0.56432
H 1.78956 2.21797 2.01846
H -2.03590 2.29805 2.00544
H 0.21419 -2.49520 0.69830
H -0.81481 -0.81963 -2.84359
H -0.54318 -1.46597 1.90786
H 1.18338 -1.22300 1.41194
H -0.24784 0.37120 0.37574
H -2.73870 1.05021 1.71751
H 0.86159 -1.71950 -1.33603
```